{"formula": "C4H7NO", "method": "ωB97M-V with the def2-TZVPD basis set", "homo_lumo_gap_ev": 9.31, "charge": 0, "e_homo_ev": -8.5, "e_lumo_ha": 0.0294, "total_energy_ha": -286.42052, "symbols": ["O", "C", "C", "N", "C", "C", "H", "H", "H", "H", "H", "H", "H"], "xyz": [[1.02, -0.39, 1.44], [0.16, -0.38, 0.26], [0.32, -1.80, 0.60], [-0.58, 1.20, -0.96], [-1.02, 0.58, 0.31], [0.62, 0.33, -1.02], [1.94, -0.51, 1.15], [-1.22, 1.03, -1.72], [-0.48, -2.00, 1.33], [-1.00, 1.28, 1.14], [-2.00, 0.09, 0.28], [0.70, -0.34, -1.88], [1.55, 0.91, -0.93]], "lowdin_charge": [-0.002, -0.543, 0.123, -0.036, -0.122, -0.131, 0.122, 0.094, 0.028, 0.116, 0.118, 0.119, 0.113]}

***

{"formula": "C32H73N7O16", "method": "ωB97M-V with the def2-TZVPD basis set", "homo_lumo_gap_ev": 8.67, "charge": 0, "e_homo_ev": -8.5, "e_lumo_ha": 0.0078, "total_energy_ha": -2850.26419, "smiles": "C[C@H]1COC(=O)O1.C[C@H]1COC(=O)O1.CN(C)C=O.CN(C)C=O.CN(C)C=O.CN(C)C=O.CN(C)C=O.CN(C)C=O.CN(C)C=O.CO.CO.CO", "symbols": ["C", "O", "H", "H", "H", "H", "C", "O", "H", "H", "H", "H", "C", "O", "H", "H", "H", "H", "C", "C", "C", "O", "C", "O", "O", "H", "H", "H", "H", "H", "H", "C", "C", "C", "O", "C", "O", "O", "H", "H", "H", "H", "H", "H", "C", "O", "N", "C", "C", "H", "H", "H", "H", "H", "H", "H", "C", "O", "N", "C", "C", "H", "H", "H", "H", "H", "H", "H", "C", "O", "N", "C", "C", "H", "H", "H", "H", "H", "H", "H", "C", "O", "N", "C", "C", "H", "H", "H", "H", "H", "H", "H", "C", "O", "N", "C", "C", "H", "H", "H", "H", "H", "H", "H", "C", "O", "N", "C", "C", "H", "H", "H", "H", "H", "H", "H", "C", "O", "N", "C", "C", "H", "H", "H", "H", "H", "H", "H"], "xyz": [[0.60, 0.63, -0.13], [-0.55, 0.00, -0.71], [0.45, 1.70, -0.03], [0.80, 0.22, 0.86], [1.46, 0.37, -0.75], [-0.42, -0.95, -0.58], [2.31, -1.75, -2.65], [1.22, -0.99, -3.15], [2.70, -1.33, -1.72], [2.02, -2.79, -2.43], [3.07, -1.76, -3.43], [0.56, -0.94, -2.45], [4.43, 0.60, 0.28], [5.47, -0.38, 0.30], [4.52, 1.21, -0.63], [3.47, 0.08, 0.27], [4.55, 1.23, 1.15], [5.31, -1.03, -0.38], [-3.56, -0.55, 0.96], [-3.45, 0.81, 0.32], [-3.87, 0.86, -1.17], [-4.68, 2.03, -1.27], [-4.98, 2.48, -0.03], [-5.72, 3.39, 0.19], [-4.34, 1.78, 0.91], [-4.43, -1.07, 0.57], [-3.64, -0.47, 2.04], [-2.67, -1.14, 0.73], [-2.42, 1.18, 0.33], [-4.43, -0.03, -1.47], [-2.98, 0.94, -1.79], [2.57, -5.18, 4.05], [3.41, -4.31, 3.16], [3.85, -4.89, 1.82], [3.63, -3.83, 0.89], [2.86, -2.88, 1.46], [2.44, -1.94, 0.89], [2.64, -3.16, 2.76], [1.77, -5.73, 3.55], [2.10, -4.54, 4.80], [3.18, -5.91, 4.60], [4.28, -3.97, 3.73], [3.27, -5.77, 1.53], [4.90, -5.19, 1.82], [-0.84, -1.96, 3.21], [-1.80, -2.63, 2.90], [-0.38, -1.82, 4.47], [0.77, -0.98, 4.78], [-1.03, -2.49, 5.58], [-0.26, -1.37, 2.48], [0.46, 0.00, 5.13], [1.42, -0.87, 3.92], [1.40, -1.47, 5.53], [-0.29, -2.94, 6.25], [-1.68, -1.80, 6.12], [-1.66, -3.30, 5.21], [-1.92, 4.46, 0.30], [-0.89, 4.15, -0.28], [-2.17, 4.23, 1.60], [-3.34, 4.75, 2.25], [-1.22, 3.51, 2.40], [-2.76, 4.93, -0.23], [-3.85, 3.96, 2.82], [-4.06, 5.11, 1.52], [-3.11, 5.59, 2.91], [-0.79, 4.20, 3.15], [-1.67, 2.66, 2.90], [-0.34, 3.20, 1.84], [-1.39, -3.58, 0.08], [-0.66, -2.81, -0.54], [-0.96, -4.70, 0.67], [-1.88, -5.57, 1.39], [0.41, -5.12, 0.62], [-2.48, -3.47, 0.09], [-1.70, -5.50, 2.47], [-1.70, -6.61, 1.10], [-2.90, -5.28, 1.19], [0.83, -5.21, 1.63], [0.48, -6.09, 0.12], [1.00, -4.40, 0.05], [-0.52, 3.78, -4.96], [-1.02, 4.35, -5.91], [-1.08, 2.75, -4.29], [-0.52, 2.25, -3.05], [-2.40, 2.30, -4.62], [0.48, 4.06, -4.60], [-1.25, 2.42, -2.26], [0.37, 2.83, -2.80], [-0.27, 1.19, -3.05], [-2.47, 1.22, -4.49], [-3.14, 2.73, -3.92], [-2.67, 2.57, -5.63], [-4.55, -2.91, -2.59], [-4.57, -2.62, -1.40], [-3.53, -2.67, -3.42], [-3.55, -3.07, -4.82], [-2.36, -1.91, -2.99], [-5.39, -3.42, -3.09], [-3.46, -2.20, -5.48], [-4.47, -3.61, -5.04], [-2.70, -3.73, -5.01], [-2.12, -1.17, -3.75], [-2.59, -1.42, -2.05], [-1.50, -2.55, -2.83], [1.89, 2.92, 3.90], [1.54, 1.78, 3.66], [2.31, 3.82, 2.99], [2.48, 5.22, 3.31], [2.65, 3.38, 1.66], [1.81, 3.34, 4.92], [3.53, 5.52, 3.30], [2.14, 5.40, 4.33], [1.84, 5.81, 2.65], [2.13, 3.92, 0.86], [3.73, 3.47, 1.51], [2.39, 2.32, 1.58], [2.43, 1.80, -4.89], [2.22, 1.94, -6.07], [2.87, 2.76, -4.04], [3.12, 2.45, -2.65], [3.30, 4.05, -4.53], [2.22, 0.86, -4.36], [2.76, 1.44, -2.46], [2.66, 3.18, -1.98], [4.20, 2.46, -2.47], [4.39, 4.18, -4.42], [3.09, 4.12, -5.59], [2.81, 4.86, -3.97]], "lowdin_charge": [-0.114, -0.148, 0.067, 0.070, 0.050, 0.025, -0.134, -0.142, 0.053, 0.080, 0.082, 0.030, -0.142, -0.115, 0.060, 0.044, 0.069, 0.069, -0.008, -0.286, -0.085, 0.070, -0.585, 0.143, 0.078, 0.078, 0.088, 0.060, 0.128, 0.117, 0.101, -0.019, -0.310, -0.084, 0.068, -0.563, 0.152, 0.074, 0.075, 0.087, 0.092, 0.156, 0.127, 0.136, -0.317, -0.001, -0.178, -0.060, -0.042, 0.138, 0.078, 0.069, 0.087, 0.082, 0.094, 0.080, -0.322, -0.011, -0.186, -0.058, -0.044, 0.145, 0.094, 0.084, 0.090, 0.094, 0.100, 0.062, -0.306, -0.021, -0.174, -0.042, -0.027, 0.134, 0.086, 0.088, 0.094, 0.074, 0.102, 0.084, -0.337, 0.011, -0.171, -0.052, -0.042, 0.119, 0.073, 0.075, 0.074, 0.076, 0.097, 0.088, -0.331, -0.011, -0.177, -0.053, -0.032, 0.135, 0.090, 0.083, 0.093, 0.088, 0.063, 0.085, -0.337, 0.000, -0.192, -0.053, -0.049, 0.138, 0.090, 0.084, 0.093, 0.093, 0.093, 0.065, -0.344, 0.025, -0.203, -0.074, -0.057, 0.118, 0.067, 0.089, 0.084, 0.091, 0.089, 0.088]}

***

{"formula": "C5H16N2O", "method": "ωB97M-V with the def2-TZVPD basis set", "homo_lumo_gap_ev": 10.33, "charge": 2, "e_homo_ev": -17.9, "e_lumo_ha": -0.2793, "total_energy_ha": -384.21083, "symbols": ["C", "C", "C", "C", "C", "N", "N", "H", "H", "H", "H", "H", "H", "H", "H", "H", "H", "H", "H", "H", "H", "H", "H", "O"], "xyz": [[1.99, 0.93, -0.96], [0.89, 0.66, -1.97], [-0.41, -0.10, -1.52], [-0.17, -1.08, -0.35], [-1.50, -0.95, 1.68], [-0.54, -0.51, 0.97], [0.50, 1.89, -2.78], [1.69, 1.75, -0.30], [2.19, 0.01, -0.44], [2.89, 1.21, -1.51], [1.25, 0.02, -2.74], [-0.61, -0.84, -2.30], [-1.24, 0.54, -1.24], [0.85, -1.45, -0.24], [-0.69, -2.02, -0.47], [-1.87, -0.41, 2.52], [-1.98, -1.90, 1.54], [-0.08, 0.38, 1.16], [0.99, 2.70, -2.37], [-0.48, 2.14, -2.68], [0.78, 1.96, -3.76], [-0.98, -1.88, 4.90], [-1.37, -0.48, 4.56], [-0.76, -1.18, 4.28]], "lowdin_charge": [-0.010, -0.300, -0.082, -0.119, 0.187, 0.079, 0.244, 0.102, 0.084, 0.108, 0.142, 0.134, 0.129, 0.132, 0.140, 0.102, 0.142, 0.177, 0.178, 0.166, 0.187, 0.073, 0.054, -0.047]}

***

{"formula": "C16H19N3O4S", "method": "ωB97M-V with the def2-TZVPD basis set", "homo_lumo_gap_ev": 8.51, "charge": 0, "e_homo_ev": -8.0, "e_lumo_ha": 0.0183, "total_energy_ha": -1484.48233, "smiles": "CCC(CC)c1nnc(NC(=O)COc2ccc3c(c2)OCO3)s1", "symbols": ["C", "C", "H", "H", "C", "C", "N", "N", "C", "N", "C", "O", "C", "O", "C", "C", "C", "C", "C", "C", "H", "O", "C", "O", "H", "H", "H", "H", "H", "H", "H", "S", "H", "C", "C", "H", "H", "H", "H", "H", "H", "H", "H"], "xyz": [[-1.57, -2.64, -0.72], [-2.76, -1.87, -0.14], [-2.72, -1.92, 0.95], [-3.69, -2.34, -0.47], [-2.76, -0.41, -0.58], [-1.66, 0.35, 0.07], [-1.12, 0.07, 1.20], [-0.18, 0.91, 1.60], [0.03, 1.87, 0.76], [0.92, 2.88, 1.04], [1.78, 3.59, 0.24], [2.44, 4.49, 0.71], [1.88, 3.22, -1.23], [1.63, 1.88, -1.56], [2.30, 0.88, -0.89], [3.37, 1.09, -0.04], [3.96, 0.02, 0.64], [3.45, -1.23, 0.43], [2.37, -1.44, -0.44], [1.78, -0.40, -1.11], [0.95, -0.55, -1.78], [2.05, -2.76, -0.46], [2.94, -3.39, 0.43], [3.83, -2.43, 0.97], [2.37, -3.86, 1.25], [3.52, -4.17, -0.10], [4.80, 0.18, 1.30], [3.77, 2.08, 0.12], [1.14, 3.79, -1.79], [2.88, 3.54, -1.57], [1.05, 3.06, 2.03], [-1.01, 1.82, -0.65], [-2.60, -0.36, -1.66], [-4.11, 0.30, -0.29], [-4.49, 0.28, 1.19], [-4.72, -0.73, 1.52], [-3.69, 0.68, 1.80], [-5.38, 0.90, 1.34], [-4.88, -0.20, -0.87], [-4.04, 1.33, -0.63], [-1.62, -3.68, -0.42], [-0.64, -2.22, -0.36], [-1.58, -2.59, -1.81]], "lowdin_charge": [-0.090, -0.226, 0.106, 0.117, -0.353, -0.565, 0.026, 0.038, -0.594, 0.131, -0.471, 0.089, -0.113, -0.128, -0.281, -0.012, 0.027, -0.202, -0.195, 0.078, 0.129, 0.033, -0.153, 0.036, 0.142, 0.140, 0.123, 0.113, 0.140, 0.145, 0.168, 1.149, 0.138, -0.220, -0.093, 0.072, 0.070, 0.072, 0.112, 0.100, 0.074, 0.050, 0.077]}